1.
The following is a DFT calculation (ωB97M-V/def2-TZVPD) of a single C13H15N3O molecule.

```
32
Properties=species:S:1:pos:R:3:lowdin_charge:R:1
C 1.6403 0.2025 2.2968 -0.0407
C 0.7194 0.1448 1.1259 -0.2840
N -0.1963 1.0576 1.0340 0.1362
N -0.8982 0.8846 -0.1223 -0.0057
C -1.9463 1.7560 -0.4248 -0.1759
C -2.6744 1.6299 -1.6046 -0.0130
C -3.7074 2.5106 -1.8664 -0.0882
C -4.0252 3.5156 -0.9684 -0.1077
C -3.2989 3.6383 0.2049 -0.0940
C -2.2645 2.7663 0.4808 -0.0304
C -0.3980 -0.1708 -0.8550 -0.3873
O -0.7847 -0.5703 -1.9413 0.0423
C 0.6960 -0.7202 -0.0287 -0.0652
C 1.3643 -1.7774 -0.5805 -0.0086
N 2.3016 -2.6117 -0.1372 -0.2021
C 2.7646 -2.6608 1.2244 -0.0351
C 2.9241 -3.5578 -1.0280 -0.0460
H 2.6779 0.1075 1.9860 0.0730
H 1.5001 1.1658 2.7805 0.0801
H 1.4116 -0.5741 3.0264 0.0741
H -2.4279 0.8486 -2.3040 0.0959
H -4.2694 2.4083 -2.7833 0.1011
H -4.8340 4.1991 -1.1810 0.0955
H -3.5402 4.4194 0.9114 0.0995
H -1.6906 2.8495 1.3897 0.0950
H 1.0316 -1.9838 -1.5962 0.1378
H 2.9646 -3.6984 1.4970 0.0950
H 1.9976 -2.2684 1.8834 0.0747
H 3.6871 -2.0882 1.3563 0.1005
H 2.5274 -3.4507 -2.0344 0.0931
H 2.7434 -4.5803 -0.6845 0.0940
H 4.0044 -3.3912 -1.0571 0.0962
```

highest occupied orbital energy = -0.2790 Ha
ΔE to the lowest compared entry with this formula, charge and spin = 132.3 kJ/mol
structure (SMILES) = CC1=NN(c2ccccc2)C(=O)/C1=C/N(C)C
E_LUMO = 0.5 eV
2S+1 = 1

---

2.
The following is a DFT calculation (ωB97M-V/def2-TZVPD) of a single C13H15N3O2 molecule.

```
33
Properties=species:S:1:pos:R:3:lowdin_charge:R:1
C 0.5563 1.8355 -1.6413 -0.0768
N 1.3479 1.3567 -0.5184 -0.1232
C 2.5967 2.0610 -0.4126 -0.0948
N 3.8378 1.2219 -0.5554 0.1228
C 4.5078 0.9095 0.6354 -0.4131
O 3.9043 1.0135 1.7146 0.0269
C 5.8704 0.5017 0.5417 0.0160
C 6.5157 0.5946 -0.6366 -0.0384
N 5.8470 0.9661 -1.7712 -0.0541
C 6.5893 1.1047 -3.0169 -0.0186
C 4.5320 1.4330 -1.7521 -0.4054
O 4.0115 1.9607 -2.7342 0.0700
C 0.5894 1.0470 0.6333 -0.2265
C -0.7442 1.4741 0.7766 -0.0465
C -1.5353 0.9988 1.8180 -0.0962
C -1.0364 0.0174 2.6830 -0.1057
C 0.3048 -0.3796 2.5798 -0.0781
C 1.1233 0.2041 1.6176 -0.0185
H -0.3630 1.2537 -1.7288 0.0918
H 0.2926 2.8843 -1.4595 0.0916
H 1.1409 1.7583 -2.5561 0.0862
H 2.6610 2.5873 0.5511 0.1497
H 2.6565 2.7547 -1.2671 0.1234
H 6.3992 0.2660 1.4505 0.1179
H 7.5820 0.3926 -0.7666 0.1342
H 7.5742 0.6629 -2.8566 0.0854
H 6.0968 0.5878 -3.8443 0.0996
H 6.7284 2.1527 -3.3074 0.1006
H -1.1707 2.1693 0.0539 0.0962
H -2.5445 1.3962 1.9359 0.1006
H -1.6752 -0.3871 3.4672 0.0945
H 0.7179 -1.1334 3.2550 0.1043
H 2.1826 -0.0156 1.6040 0.0840
```

highest occupied orbital energy = -0.2857 Ha
ΔE to the lowest compared entry with this formula, charge and spin = 26.3 kJ/mol
structure (SMILES) = CN(Cn1c(=O)ccn(C)c1=O)c1ccccc1
E_LUMO = 0.5 eV
2S+1 = 1

---

3.
The following is a DFT calculation (ωB97M-V/def2-TZVPD) of 2 unconnected molecules or ions with the total composition C13H15NP.

```
30
Properties=species:S:1:pos:R:3:lowdin_charge:R:1
C -1.2578 -1.3934 -3.4013 -0.0526
C 3.9003 2.2587 1.1026 -0.0476
C -1.5100 -2.3787 -2.4917 -0.0410
C -0.7134 -0.1541 -2.9843 -0.0158
C 3.2784 1.9824 -0.1386 -0.0259
C 3.2915 1.9985 2.3357 -0.0577
C -1.4810 -2.0830 -1.1124 -0.0928
C -0.9269 0.1974 -1.6131 -0.0976
C 2.0914 1.2190 -0.0674 -0.1273
C 2.0447 1.3785 2.3250 -0.0991
C -1.3132 -0.8288 -0.7544 -0.4179
C 1.6358 0.9311 1.1150 -0.0085
C -1.9506 -1.8201 2.0202 -0.1917
N -3.0016 0.4167 0.9441 -0.1472
P -1.5445 -0.3231 0.9660 0.9928
H -1.5996 -1.5185 -4.4208 0.1196
H 4.7878 2.8217 1.1875 0.0958
H -1.5725 -3.3812 -2.7734 0.1009
H -0.4079 0.5506 -3.7018 0.0945
H 3.5690 2.2783 -1.1115 0.1007
H 3.7949 2.1811 3.2428 0.1035
H -1.8204 -2.8806 -0.4587 0.1119
H -0.4843 1.1378 -1.2941 0.0862
H 1.6892 1.0896 -1.1472 0.1340
H 1.8308 0.7904 3.2474 0.1276
H -2.9840 -2.0371 1.8496 0.0488
H -1.5744 -1.6511 3.0567 0.0672
H -1.4616 -2.6789 1.6595 0.0170
H -2.9116 1.3366 0.4553 0.0858
H -3.3983 0.5602 1.9632 0.1361
```

highest occupied orbital energy (spin up / spin down) = -0.4647 / -0.4313 Ha
charge = +1
E_LUMO (spin up / spin down) = -4.0 / -6.0 eV
2S+1 = 1

---

4.
The following is a DFT calculation (ωB97M-V/def2-TZVPD) of a gas-phase ion, C13H15O (charge +1).

```
29
Properties=species:S:1:pos:R:3:lowdin_charge:R:1
C 4.2739 0.3284 0.1200 -0.0152
C 3.6857 -0.2930 1.1838 -0.0059
C 3.6396 0.5746 -1.1164 -0.0183
C 2.2687 -0.4367 1.1650 0.0390
C 2.3301 0.2369 -1.2339 0.0253
C 1.6193 -0.2963 -0.0554 -0.1799
C -3.0986 0.2757 -0.2353 -0.0394
C -2.9844 -1.0544 -0.2925 -0.0393
C -2.0430 1.3084 -0.0645 -0.3832
C -1.8767 -2.1039 -0.1129 -0.1327
C -0.5796 -1.5562 0.4506 -0.1441
C 0.2695 -0.7179 -0.3902 0.0696
C -2.6060 2.6650 0.3426 -0.0200
O -0.8336 1.2148 -0.2981 0.0598
H 5.2328 0.6028 0.0788 0.0812
H 4.2795 -0.3982 2.0467 0.1075
H 4.0375 1.0283 -1.9920 0.1162
H 1.7361 -0.5802 2.0573 0.1115
H 1.7246 0.1993 -2.0600 0.0876
H -4.1638 0.7008 -0.2674 0.1453
H -3.9558 -1.6382 -0.5734 0.1519
H -2.2810 -2.9071 0.4152 0.1043
H -1.7886 -2.4835 -1.0996 0.1180
H -0.7342 -0.9287 1.3889 0.1802
H 0.0915 -2.2823 0.7153 0.1082
H 0.1085 -0.4774 -1.4513 0.1375
H -3.3599 2.5436 1.1904 0.1117
H -3.2514 3.1330 -0.4896 0.1230
H -1.7404 3.3423 0.5779 0.1003
```

highest occupied orbital energy = -0.4909 Ha
charge = +1
ΔE to the lowest compared entry with this formula, charge and spin = 150.8 kJ/mol
E_LUMO = -5.0 eV
2S+1 = 1

---

5.
The following is a DFT calculation (ωB97M-V/def2-TZVPD) of a molecular structure, C13H16AlN2O3.

```
35
Properties=species:S:1:pos:R:3:lowdin_charge:R:1
C 3.3895 -1.8333 1.4225 -0.0635
O 4.2283 -0.7977 0.8719 -0.1441
C 3.5427 -0.0020 -0.0761 -0.3464
C 2.5641 1.0298 0.6948 -0.1821
C 1.1290 1.2953 -0.0223 -0.2543
C -0.0248 0.9400 1.0292 -0.0863
C -1.3982 0.4918 0.3957 0.0312
C -2.7883 1.1034 0.8127 -0.0099
N -2.8774 2.0848 1.7840 0.2787
C -4.0941 0.5572 0.1469 0.1343
C -4.1046 -0.4740 -0.8789 0.1248
C -2.7526 -1.0572 -1.2822 0.1792
C -1.4659 -0.5540 -0.6077 0.0424
C -0.3597 -1.4533 -1.2843 -0.3186
O 0.6704 -1.7716 -0.7759 0.2067
N -0.9368 -1.8108 -2.5843 0.2062
C -2.3510 -2.1659 -2.3355 -0.2995
O -2.9579 -3.0700 -2.7952 0.2918
H 3.2998 -2.7352 0.7469 0.1180
H 3.9046 -2.2017 2.3627 0.1288
H 2.3685 -1.4727 1.7507 0.0828
H 4.3559 0.6210 -0.5975 0.0406
H 3.0444 -0.6133 -0.8929 0.1137
H 3.1162 2.0198 0.7375 0.1157
H 2.4183 0.6847 1.7591 0.1385
H 1.0274 0.7864 -1.0216 0.0401
H 1.0870 2.4157 -0.2270 0.1073
H -0.2457 1.8986 1.5978 0.1332
H 0.3216 0.1867 1.7985 0.1500
H -3.8782 2.1935 2.0306 0.1638
H -2.4691 2.9849 1.4761 0.1930
H -5.0857 0.9750 0.4704 0.1581
H -5.0361 -0.8690 -1.3606 0.1662
H -0.8232 -1.1079 -3.3361 0.1924
Al 3.1819 1.7209 -1.8098 1.1673
```

highest occupied orbital energy = -0.6859 Ha
charge = +3
E_LUMO = -15.5 eV
2S+1 = 1

---

6.
The following is a DFT calculation (ωB97M-V/def2-TZVPD) of a molecular structure, C13H16Br3INO4.

```
38
Properties=species:S:1:pos:R:3:lowdin_charge:R:1
C 5.2463 -0.3872 0.9071 -0.0126
C 4.0158 0.7450 0.9256 -0.2812
O 3.3983 0.9200 2.0936 -0.0203
O 3.7060 1.3869 -0.3556 -0.1174
C 3.2100 2.7616 -0.2056 -0.1733
C 2.2414 3.0301 -1.5435 -0.0828
C 1.3195 1.6387 -1.6570 -0.0619
C 1.5908 0.4596 -2.7631 0.0381
C 0.6442 -0.8866 -2.7343 -0.0176
C -0.5251 -0.9396 -1.5510 -0.5180
I -1.7434 -2.7711 -1.4677 0.8600
C -0.7292 0.3235 -0.4772 -0.0860
C -1.8548 0.3154 0.7284 -0.1373
C -3.3984 0.0853 0.2066 -0.1321
C -4.5315 0.8503 1.1271 -0.2517
O -5.1988 0.1036 2.0341 -0.0095
O -4.8646 2.3064 0.9961 -0.0223
N 0.2052 1.5289 -0.5956 0.0998
H 5.9710 -0.2204 1.8111 0.1040
H 4.7632 -1.4728 1.0001 0.1067
H 5.7808 -0.3421 -0.1512 0.0944
H 4.0794 3.5748 -0.1236 0.1619
H 2.5151 2.9481 0.7168 0.1271
H 2.9496 3.0356 -2.4920 0.1345
H 1.5818 3.9914 -1.4442 0.1340
H 2.4807 0.5869 -3.5442 0.1304
H 0.8468 -1.7602 -3.5002 0.1179
H -1.5651 -0.4204 1.6223 0.1578
H -1.8264 1.4018 1.2183 0.1326
H -3.6765 -1.0747 0.2380 0.0657
H -3.4507 0.5272 -0.8886 0.1366
H -5.4562 2.3495 0.1772 0.1329
H 0.0557 2.3038 0.1178 0.1635
C -3.5095 -5.3914 2.0268 -1.5872
Br -4.4119 -3.6692 1.9614 0.5667
Br -4.7499 -6.8686 1.7747 0.5845
Br -2.0200 -5.4759 0.7785 0.4805
H -3.0898 -5.4944 3.0329 -0.0183
```

highest occupied orbital energy = -0.4466 Ha
charge = +1
E_LUMO = -4.9 eV
2S+1 = 1

---

7.
The following is a DFT calculation (ωB97M-V/def2-TZVPD) of a molecular structure, C13H16BrNO2S.

```
34
Properties=species:S:1:pos:R:3:lowdin_charge:R:1
O -0.3407 -0.2729 1.9711 -0.0294
C -0.0388 -0.9041 0.8600 -0.5462
N -0.3891 -0.3856 -0.3889 -0.0273
H -0.3039 -1.1065 -1.1803 0.1378
C -1.2244 0.5834 -0.7499 -0.1825
H -1.2001 1.2844 0.3526 0.1870
C -2.8346 0.4039 -0.7390 -0.3493
H -2.8462 -0.2224 -1.8031 0.1947
C -3.5968 0.2048 0.2584 -0.1971
H -4.3751 -0.4692 0.0830 0.1212
H -3.0002 -0.1576 1.1008 0.1364
C -4.0808 1.6553 0.7445 -0.1109
H -3.1590 1.8328 1.3235 0.1168
C -4.1551 2.4030 -0.4297 -0.2518
H -5.2196 2.1994 -0.9529 0.1868
O -3.3801 1.6896 -1.2989 -0.1027
H -3.8980 3.2160 -0.3383 0.0041
H -4.9204 1.4763 1.5264 0.1572
H -0.6932 1.3920 -1.5073 0.1839
C 0.4625 -2.2110 1.0113 -0.3344
H -0.3170 -3.0424 0.7468 0.1383
H 0.9256 -2.2829 1.9818 0.1023
S 1.5831 -2.4797 -0.4597 0.9993
C 2.8718 -1.4185 -0.1225 -0.6575
C 2.9696 -0.3134 0.4391 -0.1301
C 4.1562 0.3724 0.7641 -0.0761
C 5.1364 0.0127 -0.1116 -0.7244
C 5.1354 -0.6185 -1.1239 -0.1421
C 3.9221 -1.6478 -1.0699 0.0057
H 3.9960 -2.4202 -1.8655 0.1020
H 5.9365 -0.7799 -1.8262 0.1081
Br 6.6061 1.3231 -0.1023 0.6754
H 4.1345 1.1555 1.5540 0.1309
H 2.1373 -0.4718 1.3524 0.1739
```

highest occupied orbital energy = -0.3206 Ha
ΔE to the lowest compared entry with this formula, charge and spin = 1169.9 kJ/mol
E_LUMO = 0.0 eV
2S+1 = 1

---

Values of E_tot, in order: -743.8656, -819.1392, -900.0607, -579.2494, -1081.2452, -8879.7416, -3681.9779, all in a.u..
Values of max |F|, in order: 0.018, 0.047, 0.111, 0.087, 0.098, 0.178, 0.340, all in hartree/bohr.